No. 1
ORCA calculation (the ωB97M-V functional and the def2-TZVPD basis) on a structure of composition C3H4O3Pt in a non-equilibrium geometry.

Results
ΔE to the lowest compared entry with this formula, charge and spin in kJ/mol: 199.6
Frontier orbital gap (alpha / beta) in eV: 8.8538 / 8.0372
Highest occupied orbital energy (alpha / beta) in eV: -8.253 / -9.718
⟨S²⟩: 2.002

```
! RIJCOSX wB97M-V def2-TZVPD def2/J DEFGRID3
* xyz 0 3
O 0.62 1.60 -1.12
H -2.29 0.69 0.70
Pt 2.28 0.82 -1.01
H 3.67 1.04 -0.29
C 0.25 0.40 -1.05
H -1.75 -1.37 2.04
C -1.51 -0.04 0.46
C -1.09 -1.01 1.25
O 1.10 -0.53 -1.12
H -0.25 -1.66 0.99
O -1.02 0.06 -0.85
*
```

---

No. 2
ORCA calculation (the ωB97M-V functional and the def2-TZVPD basis) on the molecule C3H4O3S in a non-equilibrium geometry.

Results
ΔE to the lowest compared entry with this formula, charge and spin in kJ/mol: 311.3
Frontier orbital gap in eV: 9.5813
Highest occupied orbital energy in eV: -9.211
Structure (SMILES): CC1=[S@]2(=O)O[C@]12O

```
! RIJCOSX wB97M-V def2-TZVPD def2/J DEFGRID3
* xyz 0 1
C 0.35 0.90 -0.48
O 1.62 1.19 -0.06
H -0.79 -2.22 0.14
S 1.71 -0.38 0.75
O 1.72 -0.21 2.32
H 0.28 2.50 -1.48
C -1.13 -1.19 0.05
H -1.68 -1.06 -0.88
H -1.82 -0.99 0.88
C 0.02 -0.26 0.10
O -0.27 1.72 -1.32
*
```

---

No. 3
ORCA calculation (the ωB97M-V functional and the def2-TZVPD basis) on a structure of composition C3H4O3Sm in a non-equilibrium geometry.

Results
Frontier orbital gap (alpha / beta) in eV: 5.6544 / 10.3163
Highest occupied orbital energy (alpha / beta) in eV: -24.517 / -24.700
⟨S²⟩: 9.161

```
! RIJCOSX wB97M-V def2-TZVPD def2/J DEFGRID3
* xyz 3 6
Sm -2.66 1.03 -2.87
C 1.33 -0.76 0.26
O -0.56 0.62 0.90
O -0.46 0.76 -1.38
H 2.08 -0.07 -0.18
H 0.78 0.08 2.24
H 1.89 -1.47 0.90
C 0.54 0.04 1.17
C -1.18 0.64 -0.37
H 0.65 -1.43 -0.28
O -2.41 0.55 -0.38
*
```